Record 1
{"formula": "C8H13NO", "method": "the ωB97M-V functional and the def2-TZVPD basis", "de_lowest_kj_mol": 164.61, "e_tot_ha": -442.56655, "symbols": ["C", "N", "C", "C", "C", "C", "C", "C", "C", "O", "H", "H", "H", "H", "H", "H", "H", "H", "H", "H", "H", "H", "H"], "coordinates": [[2.65586, -0.85697, -0.60291], [1.90662, -0.57537, 0.35647], [0.81865, 0.35491, 0.31101], [0.72418, 1.24895, -0.92408], [0.88199, 1.15926, 1.60300], [-0.54985, -0.61766, 0.31667], [-0.48417, -1.93101, 0.43456], [-1.82072, 0.14735, 0.27076], [-2.83069, -0.30982, -0.75455], [-2.04061, 1.09720, 0.98617], [3.43100, -1.59116, -0.42467], [2.61425, -0.43755, -1.61384], [1.64892, 1.81199, -1.04197], [-0.09452, 1.95257, -0.80290], [0.55026, 0.66098, -1.82362], [1.77241, 1.78540, 1.58206], [0.95360, 0.48232, 2.44952], [0.00436, 1.78735, 1.71405], [0.45710, -2.44226, 0.53542], [-1.37460, -2.53744, 0.48299], [-2.74587, -1.36947, -0.96957], [-3.83249, -0.06409, -0.40997], [-2.64569, 0.24453, -1.67463]]}

---

Record 2
{"formula": "C2H8N3O", "method": "the ωB97M-V functional and the def2-TZVPD basis", "total_charge": 1, "de_lowest_kj_mol": 580.78, "e_tot_ha": -320.10337, "symbols": ["C", "C", "N", "N", "N", "O", "H", "H", "H", "H", "H", "H", "H", "H"], "coordinates": [[1.29041, 1.21955, -0.92239], [-0.05093, 0.79074, -0.45486], [-0.52658, -1.48651, 1.20227], [0.50928, -0.68579, 0.69947], [-1.22800, 0.44584, -1.02448], [0.47991, 1.93272, -0.00435], [2.10842, 0.84324, -0.30389], [1.68583, 1.63768, -1.87929], [-0.73949, -1.18460, 2.17305], [-1.37683, -1.64429, 0.65946], [1.15954, -0.34490, 1.43144], [-0.12713, -2.33816, 1.33578], [-1.21006, -0.32953, -1.72526], [-1.97435, 1.14400, -1.18695]]}

---

Record 3
{"formula": "C35H87IN29O18S", "method": "the ωB97M-V functional and the def2-TZVPD basis", "total_charge": -1, "e_tot_ha": -5023.95954, "symbols": ["C", "C", "C", "C", "C", "C", "C", "C", "C", "C", "C", "S", "C", "N", "N", "C", "O", "C", "O", "O", "N", "C", "C", "C", "C", "O", "C", "O", "C", "C", "C", "I", "H", "H", "H", "H", "H", "H", "H", "H", "H", "H", "H", "H", "H", "H", "H", "H", "H", "H", "H", "H", "H", "H", "H", "H", "H", "H", "H", "H", "H", "H", "H", "H", "H", "H", "H", "C", "O", "N", "N", "H", "H", "H", "H", "C", "O", "N", "N", "H", "H", "H", "H", "C", "O", "N", "N", "H", "H", "H", "H", "C", "O", "N", "N", "H", "H", "H", "H", "C", "O", "N", "N", "H", "H", "H", "H", "C", "O", "N", "N", "H", "H", "H", "H", "C", "O", "N", "N", "H", "H", "H", "H", "C", "O", "N", "N", "H", "H", "H", "H", "C", "O", "N", "N", "H", "H", "H", "H", "C", "O", "N", "N", "H", "H", "H", "H", "C", "O", "N", "N", "H", "H", "H", "H", "C", "O", "N", "N", "H", "H", "H", "H", "C", "O", "N", "N", "H", "H", "H", "H"], "coordinates": [[-2.99051, 4.45354, -3.17870], [-2.47995, 3.09611, -2.75819], [-1.85102, 2.89446, -1.23510], [-2.17249, 1.37712, -0.61099], [-1.26830, 1.07468, 0.72734], [-1.25434, 2.37844, 1.77536], [-0.41689, 1.90114, 3.13033], [1.20585, 1.79286, 2.90043], [1.74487, 0.24398, 2.64043], [2.72884, 0.09798, 1.33852], [4.33708, 0.22973, 1.67306], [4.87483, 1.91313, 2.29136], [5.38779, 3.05899, 0.90159], [6.66974, 3.83333, 1.14272], [6.90899, 4.67599, 0.04874], [5.74037, 4.41560, -0.91492], [4.77633, 3.39571, -0.39414], [-3.75347, 1.46581, -0.07208], [-4.76082, 1.98460, -0.77908], [-4.12128, 0.93178, 1.28163], [-1.98255, 0.39577, -1.74582], [-2.60612, -0.95557, -1.46943], [-4.05742, -1.13947, -2.23465], [-5.32504, -1.42069, -1.23453], [-5.05426, -2.55855, -0.07760], [-6.31095, -3.01097, 0.58374], [-5.81116, -3.71036, 1.81142], [-6.06322, -4.98857, 2.10609], [-0.54871, 0.30072, -2.21538], [-0.33659, 0.64143, -3.82381], [-1.32284, -0.19950, -4.82589], [1.72596, -0.07633, -4.28551], [-3.08668, 5.37150, -2.45934], [-3.38557, 4.60489, -4.28878], [-2.60862, 2.23668, -3.54811], [-0.69126, 3.05023, -1.20217], [-2.43067, 3.64423, -0.50913], [-1.63941, 0.12818, 1.35198], [-0.12539, 0.86166, 0.50298], [-0.63012, 3.25082, 1.25186], [-2.35002, 2.72455, 2.05638], [-0.89465, 0.89104, 3.50706], [-0.60092, 2.69265, 3.98939], [1.46981, 2.41027, 1.93873], [1.76815, 2.20001, 3.84520], [0.76134, -0.39873, 2.43347], [2.19267, -0.18938, 3.64637], [2.56820, -1.00087, 0.90732], [2.40794, 0.85380, 0.48901], [4.54837, -0.56102, 2.54229], [4.92144, -0.16755, 0.73730], [5.68115, 5.03360, -1.93217], [-2.68459, -1.10278, -0.28815], [-1.93652, -1.87314, -1.83628], [-4.24399, -0.13027, -2.84130], [-3.97617, -1.98827, -3.06413], [-5.78143, -0.41730, -0.78049], [-6.19778, -1.85827, -1.92154], [-4.38956, -3.46056, -0.43245], [-4.42151, -2.01046, 0.77316], [-5.15009, -3.05776, 2.54082], [-0.06424, -0.77929, -2.06244], [0.19533, 1.03978, -1.64543], [-0.33264, 1.80102, -3.98095], [-1.71296, 0.57303, -5.64739], [-2.26821, -0.66929, -4.32170], [-0.72710, -1.03946, -5.40577], [-2.92804, 3.74892, -7.17448], [-2.97741, 2.74134, -6.48682], [-3.86034, 4.71694, -7.11449], [-1.93703, 3.98146, -8.05395], [-3.83684, 5.55349, -7.67269], [-4.62395, 4.58118, -6.46502], [-1.21457, 3.27739, -8.13037], [-1.87910, 4.80491, -8.62897], [1.36545, 0.49631, 6.78355], [2.11723, 0.84986, 5.88892], [1.27545, -0.78110, 7.19578], [0.55957, 1.35240, 7.43725], [0.66244, -1.09137, 7.93058], [1.86527, -1.45801, 6.72967], [0.59624, 2.32399, 7.15768], [-0.06627, 1.08030, 8.17642], [8.04125, 3.06866, 6.16660], [8.72686, 3.36438, 7.13254], [8.54690, 2.47637, 5.06963], [6.71871, 3.30867, 6.11253], [7.99838, 2.22542, 4.26458], [9.53888, 2.27809, 5.06924], [6.29813, 3.75351, 6.91796], [6.13745, 3.07257, 5.32610], [-2.84302, 0.75726, -10.35590], [-2.59994, 1.84739, -10.84891], [-2.78353, 0.52826, -9.03157], [-3.19203, -0.31273, -11.09276], [-2.98007, -0.36233, -8.60709], [-2.52439, 1.30742, -8.44073], [-3.24850, -0.18336, -12.09454], [-3.39591, -1.21841, -10.70513], [2.02369, -3.54180, -0.21604], [1.88446, -2.58743, 0.53251], [2.31863, -3.40540, -1.52150], [1.89452, -4.81538, 0.19742], [2.43702, -4.17906, -2.15347], [2.42442, -2.46298, -1.87364], [1.67260, -4.96240, 1.17345], [2.00535, -5.61432, -0.40382], [2.31486, 4.31972, -3.71267], [1.19036, 3.88770, -3.51420], [2.55748, 5.61095, -4.00197], [3.41213, 3.54328, -3.66001], [3.47623, 5.98524, -4.16860], [1.75870, 6.22971, -4.05140], [3.27370, 2.56440, -3.44524], [4.34623, 3.88060, -3.82051], [2.00404, 3.64478, -8.23894], [1.17752, 2.78927, -7.96414], [2.29930, 3.99094, -9.50497], [2.69373, 4.31791, -7.30040], [2.97674, 4.69274, -9.75097], [1.80252, 3.50810, -10.24214], [2.50171, 4.08767, -6.33415], [3.37825, 5.02561, -7.50697], [6.25410, 5.79086, -7.82710], [5.19566, 6.34554, -8.07729], [6.51856, 4.52586, -8.20082], [7.25077, 6.39485, -7.15518], [7.38395, 4.05225, -8.00395], [5.79461, 4.03495, -8.70900], [7.09255, 7.34806, -6.85542], [8.12932, 5.95467, -6.93962], [-3.59302, -8.30072, 2.44190], [-2.84842, -9.17900, 2.84779], [-4.11319, -8.30392, 1.20124], [-3.95998, -7.25095, 3.19885], [-4.72789, -7.58972, 0.84906], [-3.86207, -9.07668, 0.59865], [-3.59045, -7.21013, 4.13974], [-4.57199, -6.51789, 2.88240], [2.09345, -0.82331, 10.89783], [1.54077, -1.72512, 10.28806], [2.15797, 0.43704, 10.43181], [2.68759, -1.00910, 12.09036], [2.60863, 1.19280, 10.91934], [1.72308, 0.61992, 9.53695], [2.66194, -1.94364, 12.47699], [3.14774, -0.27917, 12.60760], [-10.37603, -4.23524, -0.79859], [-11.43447, -3.68056, -1.04877], [-10.11157, -5.50024, -1.17230], [-9.37936, -3.63124, -0.12667], [-9.24618, -5.97385, -0.97543], [-10.83552, -5.99115, -1.68048], [-9.53758, -2.67803, 0.17309], [-8.50081, -4.07143, 0.08890], [3.22066, -5.21312, 8.36826], [3.97244, -4.85957, 7.47362], [3.13066, -6.49054, 8.78048], [2.41478, -4.35704, 9.02196], [2.51765, -6.80080, 9.51528], [3.72048, -7.16744, 8.31437], [2.45145, -3.38544, 8.74239], [1.78894, -4.62914, 9.76113], [-1.90312, -6.38535, 6.47295], [-2.87014, -7.12451, 6.37774], [-0.75692, -6.59688, 5.80115], [-1.89699, -5.29316, 7.25827], [0.04989, -5.99961, 5.86668], [-0.71945, -7.40857, 5.19858], [-2.74042, -5.09754, 7.78159], [-1.11054, -4.67252, 7.34986]]}

---

Record 4
{"formula": "C2H6O3Tb", "method": "the ωB97M-V functional and the def2-TZVPD basis", "multiplicity": 7, "total_charge": 1, "e_tot_ha": -1129.55916, "symbols": ["O", "Tb", "O", "C", "C", "H", "H", "H", "H", "H", "O", "H"], "coordinates": [[1.11014, -0.71458, -1.12659], [-0.62548, 0.16743, -0.21444], [-2.32879, 0.15891, 1.06590], [2.49215, -0.81480, -1.12639], [3.12423, -0.41603, 0.20164], [2.79946, -1.85358, -1.36450], [2.92914, -0.18303, -1.92714], [2.74702, -1.05661, 1.01383], [4.22012, -0.51153, 0.16643], [2.87849, 0.63022, 0.44446], [-1.96067, 1.59087, 1.02638], [-1.75145, 1.80300, 1.94504]]}

---

Record 5
{"formula": "C4H7N3S", "method": "the ωB97M-V functional and the def2-TZVPD basis", "de_lowest_kj_mol": 247.83, "e_tot_ha": -719.00819, "symbols": ["N", "N", "C", "C", "C", "C", "S", "N", "H", "H", "H", "H", "H", "H", "H"], "coordinates": [[-2.05831, -1.67610, 0.02833], [-1.83194, -0.27876, -0.16094], [-0.64962, 0.09122, 0.10508], [0.03748, 1.44359, -0.10828], [1.47830, 1.19034, 0.11470], [1.62115, -0.23182, -0.00353], [2.89978, -1.28060, -0.06456], [0.41347, -0.85242, 0.04989], [-2.65211, -1.74400, 0.90256], [-2.71150, -1.88679, -0.71883], [-0.39546, 2.33222, 0.53554], [-0.37202, 1.73419, -1.12212], [1.84783, 1.47166, 1.15155], [2.14741, 1.50797, -0.81150], [0.22554, -1.82069, 0.10213]]}

---

Record 6
{"formula": "C8H21AuINO4P2", "method": "the ωB97M-V functional and the def2-TZVPD basis", "multiplicity": 3, "total_charge": 2, "de_lowest_kj_mol": 0.00, "e_tot_ha": -1788.48094, "symbols": ["C", "I", "H", "H", "H", "Au", "P", "C", "C", "H", "H", "H", "H", "H", "H", "C", "H", "H", "H", "P", "C", "C", "H", "H", "H", "C", "H", "H", "H", "H", "H", "H", "C", "O", "O", "N", "O", "O"], "coordinates": [[0.15672, -0.08873, -3.32268], [-2.23108, -0.19943, -2.58020], [1.09720, -0.03131, -2.73890], [-0.00658, 0.83132, -3.90972], [0.09071, -1.03372, -3.88899], [-0.20081, -0.07256, -0.93770], [0.21642, 2.14506, -0.26340], [-1.22195, 3.24735, -0.22650], [1.12386, 2.48349, 1.24668], [1.13815, 3.56581, 1.43818], [1.23606, 3.95861, -1.51692], [2.15365, 2.12862, 1.10080], [2.29067, 2.51542, -1.39234], [-1.88958, 2.96502, 0.59530], [0.66557, 1.99342, 2.10733], [1.26566, 2.86401, -1.56055], [-0.89085, 4.28224, -0.07701], [0.95199, 2.54691, -2.55865], [-1.78887, 3.20578, -1.16247], [0.21523, -2.23472, -0.01457], [-1.22684, -3.32808, 0.07135], [1.30818, -3.06865, -1.20730], [2.02960, -1.89661, 1.57455], [1.52660, -3.60495, 1.55865], [0.53422, -2.39560, 2.41647], [1.15562, -2.56253, 1.52290], [2.31188, -2.63557, -1.14939], [1.36108, -4.14554, -1.01351], [-0.90723, -4.36310, 0.25154], [-1.80750, -3.27282, -0.85189], [0.95198, -2.91512, -2.22621], [-1.87459, -3.01171, 0.89582], [-2.07118, -0.04594, 1.59061], [-2.73999, 0.70305, 0.96044], [-0.82079, 1.74320, 4.04012], [-1.54895, 0.73654, 4.16367], [-1.15016, -0.24170, 4.82091], [-1.40410, -0.76749, 2.24354]]}

---

Record 7
{"formula": "C3H6O3P", "method": "the ωB97M-V functional and the def2-TZVPD basis", "total_charge": -1, "de_lowest_kj_mol": 90.53, "e_tot_ha": -685.07617, "symbols": ["C", "C", "C", "O", "P", "O", "O", "H", "H", "H", "H", "H", "H"], "coordinates": [[-1.31133, 0.31090, -0.53778], [0.04574, 0.12709, 0.07338], [-0.03453, -0.81001, 1.27371], [0.68497, 1.43303, 0.24442], [1.50767, 0.43427, -0.86178], [2.80621, -0.06908, -0.31523], [1.36326, 0.95949, -2.26842], [-1.04442, 0.68918, -1.65914], [-2.08660, 0.90551, -0.00955], [-1.91894, -0.62955, -0.59246], [0.96833, -0.89648, 1.53961], [-0.18991, -1.90177, 1.11140], [-0.79044, -0.55258, 2.00184]]}

---

Record 8
{"formula": "C4H5NO4", "method": "the ωB97M-V functional and the def2-TZVPD basis", "de_lowest_kj_mol": 334.82, "e_tot_ha": -511.03395, "symbols": ["O", "C", "C", "O", "C", "N", "O", "C", "O", "H", "H", "H", "H", "H"], "coordinates": [[-2.18203, 1.00897, 0.75358], [-1.02842, 1.20321, 1.04836], [0.23115, 0.67404, 0.31498], [1.44099, 1.41573, 0.61393], [0.04949, 0.29022, -1.17544], [0.49429, -1.11799, -0.83301], [-0.46446, -2.04344, -1.24071], [0.34632, -0.87280, 0.53053], [0.32942, -1.60681, 1.45239], [-0.78357, 1.77150, 1.97609], [1.78426, 1.04525, 1.43565], [-1.00424, 0.32355, -1.49018], [0.69732, 0.70935, -1.95034], [0.08947, -2.80078, -1.43585]]}